[1]
19
Properties=species:S:1:pos:R:3:forces:R:3 method="wB97M-V/def2-TZVPD" smiles=c1ccc2c(c1)ncc1nncn12 total_energy_ha=-565.39564 max_force_ev_per_a=9.94 e_above_lowest_ev=5.741 total_charge=0 homo_lumo_gap_ev=8.02 lumo_ha=-0.0288
C -3.183 -0.285 0.299 0.3 2.8 -1.8
C -2.421 -1.449 0.103 -8.9 -0.5 4.4
C -1.166 -1.528 -0.037 5.5 -3.0 -2.4
C -0.515 -0.333 -0.208 2.2 0.3 -0.5
C -1.211 0.905 -0.080 2.9 0.6 -1.8
C -2.624 0.991 0.041 1.7 -1.7 1.1
N -0.389 2.081 -0.213 3.2 -2.9 1.4
C 0.985 1.836 -0.047 -1.9 5.0 0.1
C 1.851 0.657 -0.087 -2.5 2.0 3.1
N 3.119 0.296 0.593 -6.6 -1.1 -5.4
N 3.001 -1.003 0.227 0.4 -2.7 0.7
C 1.773 -1.439 -0.254 4.8 -2.9 -0.3
N 0.980 -0.436 -0.416 -1.2 4.3 1.2
H -4.239 -0.337 0.439 -0.5 -0.3 0.4
H -2.981 -2.277 0.634 0.6 0.1 -1.6
H -0.854 -2.625 -0.228 0.7 2.2 0.7
H -2.994 2.028 0.117 -0.4 -1.0 -0.1
H 1.418 2.920 0.155 -0.2 -2.6 -0.6
H 1.723 -2.414 -0.833 -0.2 1.2 1.5

[2]
108
Properties=species:S:1:pos:R:3:forces:R:3 method="wB97M-V/def2-TZVPD" total_energy_ha=-5409.67696 max_force_ev_per_a=1.20 e_above_lowest_ev=0.445 total_charge=-1 homo_lumo_gap_ev="4.98 / 4.93" lumo_ha="0.0500 / 0.0478"
Cd 0.059 -0.362 1.675 0.6 -0.2 -1.0
C 0.066 5.651 0.960 0.0 0.0 -0.1
C 1.407 5.483 1.301 0.1 0.0 0.1
C 1.825 4.384 2.041 0.0 0.0 0.1
C 0.867 3.455 2.403 -0.2 0.1 -0.2
C 0.969 2.133 3.031 0.0 -0.2 0.5
N 2.027 1.678 3.676 -0.1 0.2 -0.2
C 2.149 0.385 3.984 0.1 -0.1 -0.2
C 2.975 -0.123 5.077 -0.1 -0.3 0.0
C 3.642 0.495 6.123 0.1 0.1 0.0
C 4.240 -0.311 7.080 0.0 0.1 0.0
C 4.165 -1.704 7.001 0.0 -0.1 0.0
C 3.486 -2.326 5.965 0.1 -0.1 0.0
C 2.889 -1.523 5.006 -0.1 0.3 0.0
C 2.005 -1.818 3.881 0.1 -0.1 -0.1
N 1.674 -3.052 3.531 -0.1 -0.1 -0.1
C 0.611 -3.325 2.779 0.1 0.1 0.1
N -0.376 -2.464 2.444 -0.1 -0.4 0.2
C -1.392 -3.149 1.867 -0.1 0.1 0.2
N -2.598 -2.677 1.571 0.1 0.0 -0.1
C -2.932 -1.397 1.702 0.0 -0.1 -0.1
N -2.119 -0.345 1.981 -0.7 0.1 0.0
C -2.838 0.800 1.982 0.1 -0.1 0.0
N -2.385 2.048 2.096 0.1 0.1 -0.3
C -1.121 2.321 2.358 -0.3 -0.2 0.2
N -0.227 1.494 2.948 0.0 0.4 0.1
C -0.473 3.595 2.019 0.4 0.1 0.0
C -0.891 4.708 1.313 -0.1 0.0 0.0
C -4.233 0.488 1.683 0.0 -0.2 0.0
C -5.359 1.283 1.533 0.0 0.0 0.0
C -6.547 0.660 1.184 0.0 0.1 0.0
C -6.609 -0.725 0.999 0.0 -0.1 0.0
C -5.487 -1.523 1.158 0.0 -0.1 0.0
C -4.291 -0.904 1.496 0.0 0.3 0.1
C -1.000 -4.550 1.707 0.4 -0.1 0.1
C -1.582 -5.649 1.092 -0.2 0.0 0.0
C -0.885 -6.847 1.093 0.0 0.0 0.0
C 0.364 -6.960 1.709 0.0 0.0 0.0
C 0.952 -5.867 2.325 0.0 0.0 0.0
C 0.267 -4.662 2.305 -0.2 0.0 -0.1
N 1.608 -0.650 3.309 0.1 0.2 0.3
H -0.225 6.518 0.380 0.0 0.0 0.0
H 2.139 6.209 0.967 0.0 0.0 0.0
H 2.863 4.230 2.302 0.0 0.0 0.0
H 3.683 1.574 6.196 0.0 0.0 0.0
H 4.766 0.146 7.910 0.0 0.0 0.0
H 4.639 -2.301 7.771 0.0 0.0 0.0
H 3.412 -3.404 5.898 0.0 0.0 0.0
H -1.931 4.827 1.036 0.0 0.0 -0.1
H -5.297 2.354 1.674 0.0 0.0 0.0
H -7.447 1.248 1.049 0.0 0.0 0.0
H -7.554 -1.177 0.723 0.0 0.0 0.0
H -5.536 -2.596 1.020 0.0 0.0 0.0
H -2.553 -5.569 0.620 0.0 0.0 0.0
H -1.310 -7.713 0.599 0.0 0.0 0.0
H 0.877 -7.914 1.699 0.0 0.0 0.0
H 1.923 -5.933 2.799 0.0 0.0 0.0
C 3.846 3.335 -4.447 -0.1 0.0 0.0
C 2.553 2.597 -4.823 0.0 0.0 0.0
C 1.761 3.502 -5.773 0.0 -0.1 0.1
C 2.912 1.304 -5.572 0.0 0.1 0.0
C 1.754 2.239 -3.574 -0.1 0.1 -0.1
C 2.371 1.690 -2.459 0.1 -0.1 0.0
C 1.615 1.331 -1.370 0.0 -0.2 0.4
Br 2.560 0.578 0.127 0.0 0.2 -0.1
C 0.199 1.459 -1.231 0.1 -0.1 -0.2
O -0.403 1.086 -0.157 -0.3 0.3 -0.1
C -0.421 2.003 -2.417 0.0 -0.1 0.3
C 0.373 2.368 -3.499 0.1 0.1 -0.1
C -1.924 2.274 -2.630 -0.1 0.0 0.0
C -2.123 3.791 -2.819 0.0 -0.1 0.0
C -2.401 1.542 -3.897 -0.1 0.0 0.0
C -2.854 1.842 -1.502 0.1 -0.1 0.1
H 4.377 3.642 -5.352 0.0 0.0 0.0
H 4.517 2.704 -3.864 0.0 0.0 0.0
H 3.618 4.225 -3.859 0.0 0.0 0.0
H 2.410 3.842 -6.583 0.0 0.0 0.0
H 1.380 4.380 -5.249 0.0 0.0 0.0
H 0.921 2.971 -6.225 0.0 0.0 0.0
H 3.480 1.526 -6.481 0.0 0.0 0.0
H 2.004 0.768 -5.856 0.0 0.0 0.0
H 3.512 0.644 -4.942 0.0 0.0 0.0
H 3.441 1.528 -2.431 0.0 0.0 0.0
H -0.138 2.795 -4.353 0.1 0.0 0.0
H -1.692 4.138 -3.761 0.0 0.0 0.0
H -1.638 4.329 -2.005 0.0 0.1 0.0
H -3.189 4.039 -2.814 0.0 0.0 -0.1
H -1.895 1.891 -4.799 0.0 -0.1 0.0
H -3.475 1.701 -4.033 0.0 0.0 0.0
H -2.221 0.469 -3.800 0.0 0.0 0.0
H -2.603 2.335 -0.572 0.0 0.0 0.3
H -2.807 0.766 -1.337 0.0 0.0 0.1
H -3.885 2.096 -1.768 0.0 0.0 0.0
N -1.331 -2.618 -1.992 0.0 0.0 0.0
C -1.111 -1.654 -1.056 0.0 -0.1 -0.2
N 0.049 -1.760 -0.480 0.1 0.1 0.2
C 0.658 -2.858 -1.065 -0.2 -0.2 -0.1
C 1.913 -3.418 -0.848 0.0 0.0 0.1
C 2.257 -4.531 -1.592 0.1 0.0 0.1
C 1.385 -5.082 -2.539 -0.1 0.0 0.0
C 0.137 -4.534 -2.772 -0.1 0.0 -0.1
C -0.210 -3.421 -2.018 0.3 0.1 0.1
H -2.173 -2.740 -2.522 0.0 0.0 0.0
H -1.831 -0.883 -0.845 0.0 0.1 0.1
H 2.588 -2.987 -0.121 0.0 0.0 0.0
H 3.226 -4.990 -1.442 0.0 0.0 0.0
H 1.693 -5.954 -3.102 0.0 0.0 0.0
H -0.539 -4.948 -3.510 0.0 0.0 0.0

[3]
14
Properties=species:S:1:pos:R:3:forces:R:3 method="wB97M-V/def2-TZVPD" smiles="O=C([O-])CCCO" total_energy_ha=-382.38681 max_force_ev_per_a=1.22 e_above_lowest_ev=0.596 total_charge=-1 homo_lumo_gap_ev=7.43 lumo_ha=0.1278
O 0.471 0.843 2.477 0.0 0.1 -0.1
C 1.401 0.371 1.782 0.4 0.2 0.2
O 2.635 0.436 1.981 -0.2 -0.1 -0.1
C 0.916 -0.429 0.553 0.3 -1.2 0.0
C -0.004 0.341 -0.372 -0.2 0.4 0.0
C -1.130 -0.480 -0.966 0.1 0.5 -0.2
O -1.794 0.202 -2.034 -0.4 -0.1 -0.5
H 1.716 -0.933 -0.010 0.2 0.6 0.0
H 0.431 -1.316 0.993 -0.5 0.3 0.0
H -0.454 1.174 0.175 -0.1 -0.1 0.3
H 0.550 0.833 -1.172 0.2 -0.2 -0.2
H -0.785 -1.377 -1.477 0.2 -0.2 0.4
H -1.824 -0.728 -0.153 0.0 -0.2 -0.2
H -2.130 1.062 -1.777 0.1 0.1 0.4

[4]
37
Properties=species:S:1:pos:R:3:forces:R:3 method="wB97M-V/def2-TZVPD" smiles="O=C(CSc1n[nH]c(-c2cccnc2)n1)Nc1ccc([N+](=O)[O-])cc1" total_energy_ha=-1531.20000 max_force_ev_per_a=1.29 total_charge=0 homo_lumo_gap_ev=8.69 lumo_ha=-0.0143
O 2.590 0.727 -2.585 0.3 0.0 -0.1
C 1.409 0.949 -2.672 -0.2 0.1 -0.2
C 0.889 2.361 -2.915 -0.2 0.2 0.3
S -0.740 2.711 -2.177 0.0 0.2 -0.5
C -0.353 2.318 -0.532 0.7 -0.4 0.6
N 0.808 1.795 -0.179 0.2 0.1 -0.5
N 0.685 1.643 1.148 -0.6 0.2 0.2
C -0.536 2.073 1.547 0.4 -0.1 -0.7
C -1.032 2.074 2.904 -0.2 0.0 0.8
C -0.295 1.586 3.984 -0.3 0.1 -0.2
C -0.856 1.636 5.247 0.0 0.0 0.0
C -2.130 2.170 5.386 0.3 -0.1 0.2
N -2.837 2.634 4.368 -0.5 0.2 0.2
C -2.307 2.589 3.165 0.4 -0.1 -0.4
N -1.207 2.501 0.491 -0.4 0.1 0.3
N 0.418 0.011 -2.637 -0.4 0.0 -0.2
C 0.515 -1.346 -2.376 0.2 -0.4 0.1
C 1.740 -1.994 -2.194 0.0 0.2 0.0
C 1.768 -3.346 -1.932 -0.3 -0.4 0.1
C 0.578 -4.064 -1.852 0.0 1.3 -0.2
N 0.612 -5.471 -1.576 0.0 -0.5 0.1
O -0.448 -6.062 -1.522 -0.2 -0.2 0.0
O 1.697 -5.989 -1.409 0.2 -0.2 0.0
C -0.647 -3.429 -2.035 0.2 -0.3 0.1
C -0.675 -2.078 -2.294 0.2 0.1 0.0
H 0.766 2.523 -3.987 0.0 0.0 0.0
H 1.619 3.071 -2.527 0.0 -0.2 -0.1
H 1.454 1.265 1.676 -0.1 0.0 0.0
H 0.695 1.173 3.847 0.1 0.0 0.0
H -0.317 1.269 6.106 0.0 0.0 0.1
H -2.609 2.231 6.354 0.0 0.0 0.1
H -2.904 2.975 2.351 0.0 0.0 -0.1
H -0.528 0.370 -2.724 0.3 0.0 0.1
H 2.653 -1.428 -2.258 0.0 0.0 0.0
H 2.703 -3.864 -1.788 0.0 0.0 0.0
H -1.556 -4.007 -1.968 0.0 0.0 0.0
H -1.621 -1.575 -2.434 -0.1 0.0 0.0

[5]
8
Properties=species:S:1:pos:R:3:forces:R:3 method="wB97M-V/def2-TZVPD" total_energy_ha=-242.13920 max_force_ev_per_a=0.97 e_above_lowest_ev=3.632 total_charge=0 homo_lumo_gap_ev=10.18 lumo_ha=0.0350
N 1.654 0.754 -0.250 -0.4 0.2 0.2
N 0.499 1.003 0.098 -0.4 0.1 0.0
C -0.682 1.159 0.218 0.6 0.1 -0.1
C -0.784 -1.583 -0.413 0.8 -0.3 -0.1
N 0.331 -1.873 -0.478 -1.0 0.0 0.1
H 2.031 0.006 0.338 -0.1 0.0 0.0
H -1.231 1.850 0.838 0.2 0.0 0.0
H -1.818 -1.316 -0.351 0.2 -0.1 -0.1

[6]
15
Properties=species:S:1:pos:R:3:forces:R:3 method="wB97M-V/def2-TZVPD" smiles=N#C[C@@H](N)CCO total_energy_ha=-341.89539 max_force_ev_per_a=1.84 e_above_lowest_ev=2.946 total_charge=0 homo_lumo_gap_ev=10.50 lumo_ha=0.0281
N -0.214 1.858 1.444 -1.0 -0.9 0.4
C -0.467 0.812 1.032 -0.8 1.1 1.2
C -0.810 -0.474 0.418 0.3 0.2 0.1
N -2.241 -0.418 0.118 -0.1 -0.2 0.0
C 0.122 -0.556 -0.807 0.3 0.7 0.1
C 1.516 0.131 -0.439 0.7 0.3 -0.2
O 1.586 1.578 -0.120 -0.4 -0.9 -1.0
H -0.541 -1.267 1.139 0.0 0.2 -0.2
H -2.604 -1.329 -0.146 0.1 0.0 0.0
H -2.735 -0.134 0.962 0.0 0.0 -0.2
H -0.392 -0.108 -1.663 0.2 0.3 0.2
H 0.279 -1.623 -1.090 0.4 0.8 0.3
H 2.157 0.026 -1.299 0.3 -0.5 -0.3
H 1.888 -0.487 0.396 0.2 0.4 -0.1
H 2.454 1.991 0.056 -0.3 -1.3 -0.4

[7]
9
Properties=species:S:1:pos:R:3:forces:R:3 method="wB97M-V/def2-TZVPD" total_energy_ha=-321.18712 max_force_ev_per_a=0.75 e_above_lowest_ev=5.184 total_charge=0 homo_lumo_gap_ev=8.82 lumo_ha=0.0062
C -1.064 -0.204 0.082 -0.1 0.0 0.0
O -0.486 0.848 -0.524 0.0 -0.1 0.0
C 0.903 1.003 -0.554 0.4 0.5 -0.3
O 1.421 1.924 -1.086 -0.3 -0.6 0.3
C 1.583 -0.182 0.185 -0.4 -0.4 0.2
N 0.822 -1.017 0.646 0.2 0.5 -0.3
H -0.029 -1.531 0.858 0.1 -0.1 0.1
H -1.595 0.049 1.000 0.1 0.0 -0.1
H -1.556 -0.890 -0.607 0.1 0.1 0.1

[8]
40
Properties=species:S:1:pos:R:3:forces:R:3 method="wB97M-V/def2-TZVPD" s_squared=0.800 total_energy_ha=-1113.75135 multiplicity=2 max_force_ev_per_a=0.42 total_charge=-1 homo_lumo_gap_ev="7.09 / 6.99" lumo_ha="0.1009 / 0.0797"
Hg -0.506 -1.673 -0.099 0.0 0.0 0.1
O 0.628 0.162 4.235 0.0 -0.1 -0.2
C 0.790 0.226 3.004 0.2 0.2 0.1
O -0.023 -0.038 2.084 -0.2 -0.1 -0.1
C 2.175 0.728 2.528 -0.2 -0.1 0.1
C 2.442 0.882 1.173 0.1 0.0 0.0
C 3.685 1.327 0.742 0.0 0.0 0.0
C 4.676 1.623 1.669 0.1 0.0 0.0
C 4.415 1.475 3.025 0.0 0.0 0.0
C 3.169 1.030 3.450 0.1 0.0 0.0
H 1.655 0.651 0.466 0.0 0.0 0.1
H 3.883 1.444 -0.318 0.0 0.0 0.0
H 5.648 1.971 1.336 0.0 0.0 0.0
H 5.188 1.707 3.750 0.0 0.0 0.0
H 2.943 0.906 4.501 -0.1 0.0 0.0
C 1.052 2.680 -6.155 0.0 0.0 -0.1
C 0.125 3.230 -5.278 0.0 0.0 0.0
C 0.018 2.754 -3.983 0.0 -0.1 0.1
C 0.839 1.715 -3.539 0.1 0.1 -0.2
C 1.755 1.160 -4.432 -0.1 0.0 0.1
C 1.866 1.641 -5.728 0.0 0.0 0.0
C 0.840 1.262 -2.134 0.0 0.0 0.2
C 0.146 1.784 -1.162 0.0 -0.2 -0.3
C -0.517 2.454 -0.174 0.0 0.3 0.3
C 0.033 3.683 0.302 0.0 -0.1 -0.1
C -0.579 4.375 1.318 0.0 0.0 0.1
C -1.737 3.880 1.919 0.1 0.0 0.0
C -2.279 2.674 1.477 -0.1 0.1 0.1
C -1.701 1.973 0.447 0.1 -0.1 -0.2
H 1.142 3.059 -7.165 0.0 0.0 0.0
H -0.510 4.043 -5.609 0.0 0.0 0.0
H -0.693 3.187 -3.289 0.0 0.0 0.0
H 2.396 0.354 -4.094 0.0 0.0 0.0
H 2.595 1.208 -6.402 0.0 0.0 0.0
H 1.547 0.457 -1.919 0.0 0.0 0.1
H 0.941 4.055 -0.155 0.0 0.0 0.0
H -0.152 5.309 1.663 0.0 0.0 0.0
H -2.190 4.417 2.742 0.0 0.0 0.0
H -3.151 2.268 1.973 0.0 0.0 0.0
H -2.102 1.021 0.132 0.0 0.0 0.0